No. 1
{
  "formula": "C3H8N3O",
  "method": "wB97M-V/def2-TZVPD",
  "homo_ev": -14.03,
  "orbital_gap_ev": 9.0,
  "max_force_ha_per_bohr": 0.09004,
  "e_tot_ev": -9750.171,
  "charge": 1,
  "species": ["C", "C", "C", "N", "N", "N", "O", "H", "H", "H", "H", "H", "H", "H", "H"],
  "coordinates": [[2.00, 0.40, 0.05], [1.56, -1.02, -0.10], [0.72, 1.16, -0.10], [0.18, -0.96, -0.11], [-0.28, 0.18, -0.05], [-2.81, -0.07, 0.07], [0.65, 2.37, -0.16], [2.48, 0.73, 0.99], [2.80, 0.78, -0.70], [1.99, -1.56, -1.03], [1.82, -1.72, 0.80], [-1.76, 0.07, -0.01], [-3.17, 0.88, 0.21], [-3.17, -0.60, -0.76], [-2.99, -0.66, 0.90]],
  "lowdin_charge": [-0.094, -0.204, -0.404, 0.076, 0.056, 0.255, 0.151, 0.150, 0.177, 0.177, 0.180, 0.014, 0.149, 0.167, 0.150]
}


No. 2
{
  "formula": "C35H24BaBrN10O8S",
  "method": "wB97M-V/def2-TZVPD",
  "homo_ev": -4.67,
  "orbital_gap_ev": 6.0,
  "max_force_ha_per_bohr": 0.09994,
  "e_tot_ev": -149541.054,
  "charge": -1,
  "species": ["Ba", "C", "C", "N", "C", "C", "N", "C", "C", "C", "C", "C", "N", "C", "C", "N", "C", "C", "N", "C", "C", "C", "N", "C", "C", "H", "H", "H", "H", "H", "H", "H", "H", "H", "H", "H", "H", "O", "S", "O", "O", "O", "O", "C", "O", "C", "C", "N", "N", "C", "C", "O", "O", "H", "H", "H", "Br", "C", "C", "C", "C", "C", "C", "N", "C", "C", "C", "C", "C", "C", "N", "H", "H", "H", "H", "H", "H", "H", "H", "H"],
  "coordinates": [[-0.17, -0.72, 0.00], [-1.79, 2.23, 3.14], [-1.39, 0.96, 2.45], [-0.84, 1.26, 1.18], [-0.04, 2.33, 1.13], [-0.09, 3.31, 2.12], [-1.09, 3.30, 3.02], [0.82, 2.45, -0.03], [1.26, 3.69, -0.51], [2.09, 3.76, -1.63], [2.47, 2.54, -2.21], [2.00, 1.35, -1.67], [1.18, 1.31, -0.63], [2.44, 0.06, -2.22], [2.65, -0.15, -3.59], [3.10, -1.29, -4.06], [3.32, -2.27, -3.19], [3.10, -2.07, -1.83], [2.67, -0.92, -1.36], [2.55, 5.04, -2.20], [3.47, 5.08, -3.25], [3.86, 6.30, -3.77], [3.42, 7.47, -3.32], [2.55, 7.44, -2.32], [2.08, 6.28, -1.74], [-2.70, 2.26, 3.73], [-2.23, 0.28, 2.32], [0.58, 4.15, 2.18], [0.93, 4.59, -0.01], [3.13, 2.50, -3.06], [2.45, 0.62, -4.32], [3.68, -3.20, -3.60], [3.30, -2.85, -1.10], [3.89, 4.18, -3.67], [4.57, 6.35, -4.59], [2.21, 8.41, -1.98], [1.36, 6.34, -0.94], [-0.45, 0.25, 3.30], [0.04, -1.15, 2.70], [0.36, -1.97, 3.83], [-1.08, -1.67, 1.91], [1.17, -0.90, 1.82], [0.20, -4.83, -4.64], [0.55, -5.47, -3.56], [0.94, -6.62, -3.58], [0.46, -4.75, -2.26], [0.72, -5.32, -1.03], [0.59, -4.35, -0.11], [0.26, -3.19, -0.66], [0.17, -3.39, -1.96], [-0.15, -2.19, -2.83], [-0.33, -2.39, -4.04], [-0.18, -1.10, -2.24], [-0.05, -3.84, -4.47], [0.98, -6.34, -0.80], [0.71, -4.40, 0.89], [-3.94, -7.00, -1.61], [-3.74, -5.13, -1.38], [-3.01, -4.66, -0.30], [-2.85, -3.30, -0.13], [-3.43, -2.40, -1.03], [-4.20, -2.90, -2.09], [-4.34, -4.26, -2.27], [-3.19, -1.06, -0.89], [-4.12, -0.20, -0.91], [-3.88, 1.23, -0.89], [-4.94, 2.11, -0.66], [-4.70, 3.47, -0.65], [-3.40, 3.91, -0.88], [-2.42, 2.96, -1.12], [-2.64, 1.66, -1.13], [-2.57, -5.36, 0.40], [-2.29, -2.91, 0.71], [-4.64, -2.21, -2.79], [-4.91, -4.64, -3.10], [-5.18, -0.49, -0.92], [-5.94, 1.73, -0.50], [-5.50, 4.18, -0.47], [-3.16, 4.96, -0.88], [-1.40, 3.26, -1.34]],
  "lowdin_charge": [2.184, -0.097, -0.427, -0.150, -0.300, -0.133, 0.044, -0.203, 0.050, -0.129, 0.053, -0.207, 0.025, -0.223, -0.068, 0.100, -0.109, -0.111, 0.129, -0.149, -0.008, -0.150, 0.050, -0.149, -0.006, 0.094, 0.126, 0.087, 0.101, 0.099, 0.119, 0.110, 0.114, 0.098, 0.103, 0.103, 0.102, -0.169, 0.333, -0.279, -0.576, -0.543, 0.108, -0.525, 0.071, -0.047, 0.000, 0.037, -0.057, -0.164, -0.612, 0.032, -0.303, 0.064, 0.132, 0.174, 0.710, -0.691, -0.124, -0.020, -0.279, -0.011, -0.126, 0.101, -0.074, -0.258, -0.022, -0.069, -0.043, -0.121, 0.141, 0.102, 0.075, 0.114, 0.099, 0.135, 0.106, 0.103, 0.102, 0.102]
}


No. 3
{
  "formula": "C52H41As2N4OS4SbSn",
  "method": "wB97M-V/def2-TZVPD",
  "homo_ev": 0.22,
  "orbital_gap_ev": 2.9,
  "max_force_ha_per_bohr": 0.04939,
  "e_tot_ev": -239986.476,
  "charge": -2,
  "species": ["Sn", "C", "C", "C", "C", "N", "C", "C", "C", "C", "C", "C", "N", "C", "C", "C", "C", "C", "N", "H", "H", "H", "H", "H", "H", "H", "H", "H", "H", "H", "S", "As", "S", "S", "S", "O", "C", "N", "C", "C", "C", "C", "C", "C", "Sb", "C", "C", "C", "C", "C", "C", "C", "C", "C", "C", "C", "C", "H", "H", "H", "H", "H", "H", "H", "H", "H", "H", "H", "H", "H", "H", "H", "C", "C", "C", "C", "C", "C", "As", "C", "C", "C", "C", "C", "C", "C", "C", "C", "C", "C", "C", "H", "H", "H", "H", "H", "H", "H", "H", "H", "H", "H", "H", "H", "H", "H"],
  "coordinates": [[-0.06, -0.19, -0.05], [-3.67, 3.02, -0.36], [-3.06, 4.26, -0.14], [-1.74, 4.28, 0.23], [-1.03, 3.08, 0.38], [-1.63, 1.90, 0.13], [-2.90, 1.88, -0.22], [0.33, 3.03, 0.90], [1.17, 4.15, 0.99], [2.41, 4.00, 1.60], [2.78, 2.78, 2.12], [1.88, 1.70, 2.00], [0.71, 1.85, 1.37], [2.10, 0.41, 2.59], [3.13, 0.13, 3.51], [3.15, -1.07, 4.17], [2.13, -1.99, 3.93], [1.18, -1.68, 2.97], [1.17, -0.54, 2.31], [-4.72, 2.95, -0.61], [-3.62, 5.17, -0.24], [-1.25, 5.22, 0.43], [-3.33, 0.90, -0.38], [0.87, 5.10, 0.59], [3.08, 4.85, 1.68], [3.73, 2.65, 2.60], [3.90, 0.86, 3.69], [3.93, -1.29, 4.89], [2.08, -2.92, 4.48], [0.39, -2.37, 2.73], [-4.74, -4.23, 1.59], [-4.93, -2.16, 1.98], [-2.77, -1.24, 2.23], [-1.81, -1.84, 0.51], [-5.90, -1.15, 0.38], [0.38, -2.78, -4.11], [0.36, -2.12, -3.13], [0.38, -1.45, -2.16], [6.61, -1.33, 2.46], [6.10, -0.42, 1.54], [4.98, -0.75, 0.81], [4.36, -1.99, 0.94], [4.86, -2.87, 1.89], [5.98, -2.54, 2.64], [2.51, -2.23, -0.20], [2.03, -4.27, 0.39], [0.71, -4.50, 0.73], [0.30, -5.73, 1.20], [1.21, -6.77, 1.31], [2.53, -6.56, 0.94], [2.94, -5.32, 0.48], [3.50, -2.65, -2.08], [3.39, -3.87, -2.74], [3.87, -4.02, -4.03], [4.46, -2.95, -4.68], [4.57, -1.74, -4.04], [4.09, -1.59, -2.75], [7.49, -1.07, 3.05], [6.57, 0.54, 1.40], [4.56, -0.03, 0.12], [4.37, -3.82, 2.04], [6.35, -3.25, 3.38], [-0.02, -3.71, 0.62], [-0.74, -5.88, 1.48], [0.89, -7.73, 1.68], [3.24, -7.38, 1.01], [3.97, -5.17, 0.18], [2.91, -4.70, -2.24], [3.76, -4.97, -4.53], [4.81, -3.06, -5.70], [5.02, -0.89, -4.54], [4.15, -0.63, -2.26], [-1.67, 5.78, -3.21], [-2.68, 4.90, -3.55], [-2.46, 3.54, -3.54], [-1.23, 3.02, -3.19], [-0.23, 3.91, -2.80], [-0.44, 5.27, -2.82], [-0.84, 1.11, -2.91], [0.46, 0.89, -4.36], [1.75, 1.38, -4.14], [2.76, 1.15, -5.05], [2.51, 0.40, -6.19], [1.24, -0.10, -6.41], [0.23, 0.14, -5.50], [-2.42, 0.27, -3.68], [-3.00, -0.76, -2.94], [-4.14, -1.40, -3.39], [-4.71, -1.02, -4.59], [-4.13, -0.01, -5.34], [-2.99, 0.63, -4.89], [-1.84, 6.85, -3.22], [-3.66, 5.28, -3.83], [-3.27, 2.86, -3.79], [0.72, 3.52, -2.44], [0.35, 5.94, -2.51], [1.96, 1.93, -3.24], [3.75, 1.55, -4.87], [3.31, 0.20, -6.90], [1.03, -0.69, -7.29], [-0.76, -0.27, -5.68], [-2.54, -1.06, -2.01], [-4.57, -2.19, -2.80], [-5.61, -1.51, -4.94], [-4.58, 0.27, -6.29], [-2.53, 1.41, -5.50]],
  "lowdin_charge": [0.766, -0.022, -0.064, -0.025, -0.229, 0.009, -0.133, -0.228, -0.004, -0.071, -0.007, -0.221, 0.048, -0.225, -0.021, -0.071, -0.032, -0.156, 0.009, 0.113, 0.106, 0.100, 0.084, 0.097, 0.101, 0.097, 0.100, 0.106, 0.109, 0.097, -0.467, -0.309, -0.265, -0.150, -0.453, 0.036, -0.601, -0.132, -0.116, -0.112, -0.163, -0.349, -0.133, -0.109, 1.504, -0.359, -0.142, -0.063, -0.100, -0.109, -0.165, -0.358, -0.123, -0.093, -0.102, -0.107, -0.141, 0.091, 0.095, 0.085, 0.082, 0.097, 0.006, 0.114, 0.095, 0.091, 0.095, 0.091, 0.098, 0.093, 0.089, 0.084, -0.115, -0.102, -0.109, -0.346, -0.137, -0.112, 1.303, -0.358, -0.124, -0.115, -0.111, -0.083, -0.102, -0.381, -0.107, -0.055, -0.088, -0.104, -0.160, 0.091, 0.099, 0.092, 0.084, 0.095, 0.083, 0.095, 0.093, 0.101, 0.093, 0.026, 0.105, 0.097, 0.091, 0.102]
}


No. 4
{
  "formula": "C5H39N2O14",
  "method": "wB97M-V/def2-TZVPD",
  "homo_ev": -6.57,
  "orbital_gap_ev": 9.2,
  "max_force_ha_per_bohr": 0.06447,
  "e_tot_ev": -37463.921,
  "charge": -1,
  "species": ["C", "O", "C", "C", "C", "C", "N", "N", "H", "H", "H", "H", "H", "H", "H", "H", "H", "H", "H", "H", "H", "H", "H", "O", "H", "H", "O", "H", "H", "O", "H", "H", "O", "H", "H", "O", "H", "H", "O", "H", "H", "O", "H", "H", "O", "H", "H", "O", "H", "H", "O", "H", "H", "O", "H", "H", "O", "H", "H", "O"],
  "coordinates": [[1.35, 0.58, 0.37], [1.41, -0.47, 1.27], [-0.13, 1.24, 0.55], [-0.82, 1.51, -0.86], [0.18, 1.88, -2.09], [1.40, 0.67, -3.92], [0.15, 0.81, -3.09], [-0.87, 0.26, 1.42], [1.54, 0.28, -0.67], [2.21, 1.24, 0.66], [-0.04, 2.11, 1.29], [-1.34, 2.48, -0.81], [-1.45, 0.63, -1.07], [1.20, 2.11, -1.74], [-0.19, 2.85, -2.54], [1.11, 0.84, -4.98], [2.19, 1.36, -3.64], [1.67, -0.37, -4.04], [0.71, -3.98, -2.10], [-0.70, -0.65, 1.04], [-0.33, 0.43, 2.26], [-2.92, -0.51, 2.18], [-3.17, -2.10, 2.12], [-3.45, -1.23, 1.82], [0.39, -3.32, 0.18], [-1.99, -0.50, -2.55], [-2.47, 0.19, -3.06], [-0.66, -3.61, -1.59], [-3.02, 0.57, -2.37], [-0.14, -4.36, -1.87], [-0.67, 0.71, -3.69], [0.80, -1.34, 0.75], [0.21, -2.38, 0.20], [-2.60, -1.63, 0.24], [-1.40, -2.06, -0.54], [-2.35, -1.86, -0.68], [-0.50, 3.74, 2.78], [0.33, 2.56, 2.97], [0.28, 3.46, 3.30], [2.74, -1.12, -3.06], [3.73, -1.49, -2.06], [3.70, -1.25, -2.99], [-2.26, -4.11, 0.67], [-1.14, -3.16, 1.24], [-1.87, -3.77, 1.48], [-0.97, 1.05, 4.00], [-1.01, 2.63, 4.15], [-1.52, 1.81, 4.19], [-2.82, 3.19, 2.56], [-2.14, 2.65, 1.46], [-2.51, 3.50, 1.68], [2.55, 0.38, 3.83], [1.71, 0.43, 2.63], [1.76, 0.84, 3.54], [3.70, 1.05, 2.23], [3.56, -0.11, 1.50], [4.35, 0.47, 1.80], [0.93, -2.07, -1.36], [0.59, -1.12, -2.64], [0.99, -1.95, -2.35]],
  "lowdin_charge": [-0.241, -0.253, -0.269, -0.088, -0.200, -0.086, -0.143, 0.055, 0.100, 0.110, 0.112, 0.090, 0.077, 0.100, 0.116, 0.081, 0.084, 0.038, 0.016, 0.030, 0.039, 0.024, 0.029, -0.072, 0.024, 0.023, -0.078, -0.009, 0.043, -0.064, 0.085, 0.069, -0.301, -0.016, -0.017, -0.091, 0.030, -0.018, -0.057, -0.043, 0.032, -0.082, 0.040, 0.000, -0.072, 0.010, -0.003, -0.065, 0.050, -0.012, -0.060, 0.041, -0.011, -0.065, 0.002, 0.053, -0.104, 0.015, 0.007, -0.102]
}


For the records above, the corresponding ΔE to the lowest compared entry with this formula, charge and spin values read 221.2, 365.5, 310.1, 381.2 kJ/mol.